<a>
{
  "formula": "C13H16O",
  "method": "wB97M-V/def2-TZVPD",
  "spin_multiplicity": 1,
  "homo_ev": [-6.4, -6.7],
  "lumo_ev": [-0.12, 0.62],
  "species": ["C", "C", "C", "C", "C", "C", "C", "C", "C", "C", "C", "C", "C", "O", "H", "H", "H", "H", "H", "H", "H", "H", "H", "H", "H", "H", "H", "H", "H", "H"],
  "xyz": [[3.256, 0.342, 0.341], [3.666, -0.847, 1.071], [2.002, 0.603, -0.025], [2.673, -1.718, 1.277], [0.884, -0.251, 0.282], [1.382, -1.438, 0.889], [-1.214, -0.854, 1.384], [-0.693, -2.272, 1.188], [-0.459, 0.054, 0.337], [-2.858, 0.744, -0.552], [-1.031, 0.302, -2.104], [-0.882, 2.316, -0.630], [-1.310, 0.845, -0.706], [0.537, -2.505, 1.140], [3.945, 1.085, 0.063], [4.744, -1.072, 1.233], [1.945, 1.410, -0.614], [2.938, -2.819, 1.592], [-2.328, -0.906, 1.167], [-0.891, -0.682, 2.473], [-1.262, -3.171, 1.190], [-3.243, -0.368, -0.854], [-3.410, 1.489, -1.175], [-3.246, 1.081, 0.469], [-1.638, -0.516, -2.461], [-1.149, 1.112, -2.892], [0.091, 0.020, -2.134], [0.152, 2.417, -0.364], [-1.619, 2.730, 0.082], [-0.982, 2.869, -1.667]],
  "lowdin_charge": [-0.083, -0.082, -0.046, -0.063, -0.144, -0.187, -0.094, -0.110, -0.078, -0.095, -0.075, -0.047, -0.565, 0.060, 0.087, 0.112, 0.063, 0.163, 0.108, 0.139, 0.119, 0.129, 0.083, 0.092, 0.064, 0.089, 0.108, 0.049, 0.084, 0.118]
}

---

<b>
{
  "formula": "C13H16O",
  "method": "wB97M-V/def2-TZVPD",
  "spin_multiplicity": 1,
  "homo_ev": -7.9,
  "lumo_ev": 0.68,
  "species": ["C", "C", "C", "C", "C", "C", "C", "C", "C", "C", "C", "C", "C", "H", "H", "H", "H", "H", "H", "H", "H", "H", "H", "H", "H", "H", "H", "H", "H", "O"],
  "xyz": [[2.278, 1.099, 3.656], [1.720, 2.038, 2.615], [0.638, 1.351, 1.750], [1.337, 0.272, 0.787], [0.435, 0.101, -0.393], [-0.868, 0.352, -2.026], [-1.827, 1.032, -2.737], [-2.762, 0.326, -3.487], [-2.687, -1.075, -3.306], [-1.680, -1.766, -2.453], [-0.951, -0.873, -1.590], [-0.158, -1.110, -0.622], [0.027, -2.636, -0.111], [1.502, 0.489, 4.123], [3.065, 1.434, 4.192], [2.941, 0.440, 3.113], [2.473, 2.409, 1.872], [1.180, 2.941, 3.186], [0.012, 0.778, 2.506], [-0.131, 1.800, 1.035], [2.269, 0.717, 0.565], [1.135, -0.738, 1.287], [-2.042, 2.132, -2.491], [-3.869, 0.863, -3.845], [-3.220, -1.570, -3.969], [-1.541, -2.823, -2.198], [-0.554, -2.934, 1.083], [1.353, -2.806, 0.062], [-0.204, -3.319, -1.308], [0.129, 1.080, -1.297]],
  "lowdin_charge": [-0.117, -0.280, -0.194, -0.094, -0.237, -0.207, -0.039, -0.111, -0.070, 0.064, -0.298, -0.240, -0.052, 0.089, 0.031, 0.069, 0.110, 0.141, 0.112, 0.125, 0.101, 0.127, 0.145, 0.177, 0.027, 0.067, 0.150, 0.131, 0.150, 0.123]
}

---

The structure shown above that is least stable: <b>.